Formula: C4H5NO
Source: the OMol25 dataset
Level of theory: ωB97M-V/def2-TZVPD

```
11
Properties=species:S:1:pos:R:3:forces:R:3:lowdin_charge:R:1
C 0.755703 1.120108 0.041327 -0.3256 -0.7235 0.4128 -0.10
C 0.502044 -0.000276 0.860563 1.4521 -0.5799 0.6750 -0.08
C -0.063281 1.360591 -1.097401 0.0609 1.1227 -2.2585 -0.34
C -0.301637 -1.023197 0.412570 -1.8245 0.5302 -1.2042 -0.21
N -1.040256 0.663740 -1.389910 -1.8073 -0.4654 -0.7866 0.13
O -0.865392 -1.950615 1.199979 0.6003 -1.7699 0.3513 0.01
H 1.596889 1.742834 0.039940 1.2768 0.5926 0.9123 0.07
H 1.094347 -0.232975 1.817620 -0.9761 0.7436 -1.4926 0.14
H 0.132750 2.120970 -1.988429 0.3085 -0.8998 2.0196 0.15
H -0.836368 -1.008978 -0.576995 1.3022 0.1449 0.6406 0.10
H -0.974800 -2.792204 0.680734 -0.0672 1.3044 0.7304 0.14
```
Forces are in eV/Å.

Calculated values
- LUMO level (spin up / spin down): 0.107 / -0.733 eV
- Net charge: 0
- F_max: 0.0491 Eh/bohr
- Gap between HOMO and LUMO (spin up / spin down): 7.69 / 8.14 eV
- Multiplicity: 1
- ΔE to the lowest compared entry with this formula, charge and spin: 4.386 eV



Formula: C32H35F10N9OS2Y
Source: the OMol25 dataset
Level of theory: ωB97M-V/def2-TZVPD

```
90
Properties=species:S:1:pos:R:3:forces:R:3:lowdin_charge:R:1
Y -0.657244 -0.394646 0.437462 -0.0539 0.2502 0.0639 1.49
C -1.711691 3.047395 1.383298 -0.3109 -0.6675 0.4106 -0.06
N -1.716720 1.615224 1.780678 0.7016 1.1044 -0.6817 -0.27
C -0.889999 1.463269 2.962136 -0.9842 0.2961 1.0737 -0.22
C 0.553562 1.716682 2.775888 0.3166 0.4746 -0.3273 -0.24
N 0.930941 1.033206 1.569131 0.4906 -1.2850 -1.3590 -0.09
C 2.254148 0.972312 1.166567 -1.1820 0.0226 0.1048 -0.23
C 2.539859 0.643650 -0.174245 0.6404 0.1099 0.9513 -0.19
F 1.527804 0.291189 -0.985060 -0.5678 0.3031 -0.2285 0.01
C 3.815020 0.440469 -0.630184 -0.7591 -1.0017 -1.5772 -0.16
F 3.959617 -0.049271 -1.888966 -0.0087 0.4749 0.5031 0.11
C 4.910985 0.479346 0.182355 -0.0178 0.1897 0.6086 -0.16
F 6.081858 0.144096 -0.356269 0.2119 0.2012 0.5848 0.14
C 4.669595 0.790680 1.516657 0.6068 0.6126 1.1006 -0.10
F 5.716455 0.857403 2.380614 -0.9164 -0.0875 -0.6753 0.11
C 3.366751 1.084419 1.988441 1.1224 -0.1406 0.7063 -0.10
F 3.165109 1.351388 3.329157 0.8483 -0.3250 -1.4764 0.07
C -3.069950 1.230945 2.077376 -0.7209 0.1421 -0.7253 -0.22
C -3.152397 -0.158742 2.577951 -1.4646 -0.8969 -0.3732 -0.26
N -2.393518 -1.083903 1.751222 0.3835 0.5109 0.1332 -0.16
C -2.448572 -2.370060 2.285162 0.7563 -1.6936 -0.0968 -0.21
C -1.339850 -2.976282 2.933537 -1.4239 0.8644 -0.3987 -0.15
F -0.310786 -2.208329 3.344424 0.1252 -0.1376 -0.3221 0.09
C -1.299899 -4.332057 3.113905 0.8265 -0.9382 -0.5787 -0.15
F -0.136008 -4.887925 3.482285 -0.0526 -0.0682 0.4341 0.11
C -2.323063 -5.182214 2.691561 0.6199 -1.5363 0.8496 -0.09
F -2.174789 -6.535788 2.881802 -0.2241 1.6563 -0.2756 0.10
C -3.479873 -4.644719 2.188747 1.1384 -0.0231 0.9377 -0.17
F -4.555927 -5.357158 1.964272 -0.4329 -0.4329 -0.4003 0.17
C -3.479491 -3.285080 2.014445 -0.1264 0.9619 -0.0999 -0.19
F -4.602192 -2.848994 1.467453 -0.9557 0.9583 -0.5218 0.11
H -1.855773 3.748625 2.225697 -0.0132 -0.4317 -0.1254 0.12
H -2.469588 3.232263 0.647843 -0.7658 0.0870 -0.1546 0.09
H -0.810491 3.275759 0.886205 1.1465 0.2546 -0.1950 0.02
H -1.010985 0.449559 3.312976 -0.0696 -0.2809 0.2926 0.10
H -1.328448 2.171295 3.675293 0.2952 -0.2520 0.6427 0.14
H 1.078875 1.432058 3.682381 -0.0422 -0.1630 0.0476 0.12
H 0.704397 2.782705 2.657568 0.2238 0.5465 0.1410 0.10
H -3.567212 1.261373 1.088257 -0.3188 0.0673 0.4998 0.12
H -3.610143 1.897587 2.775771 0.3434 0.0662 -0.2207 0.15
H -4.250436 -0.349895 2.544752 0.4850 -0.3788 0.2186 0.14
H -2.833288 -0.291554 3.597441 -0.0645 0.3552 0.7327 0.12
N -1.631340 1.594760 -1.166056 -0.1810 -0.4836 0.8573 0.00
N -1.451201 1.593226 -2.532260 -0.6605 0.4455 -0.3174 -0.08
C -0.965643 0.509922 -3.118814 0.5739 -0.2505 1.4707 -0.81
N -0.527760 0.696581 -4.351912 -0.1421 -1.4025 -1.0888 0.13
S -0.795068 -0.980773 -2.301229 -0.0898 0.3803 -0.6935 0.74
H -2.622473 1.615820 -0.945959 -0.1622 0.0214 -0.0167 0.10
H -1.237418 2.465482 -0.855639 0.2308 0.4797 0.3545 0.04
H -1.724293 2.474549 -3.022921 0.5124 -0.5964 0.0256 0.04
H -0.961487 1.472452 -4.806485 0.0944 0.5005 -0.8373 0.09
H -0.416154 -0.183036 -4.864136 0.0545 0.7711 -0.0559 0.12
O 1.333845 -1.916860 0.846448 -1.2737 1.2774 1.0728 -0.16
C 2.408155 -2.705937 0.409343 0.4042 -1.1288 -0.3755 -0.22
C 1.873577 -3.582535 -0.688104 -0.7324 0.0440 -1.1243 -0.14
C 0.628545 -4.433628 -0.296349 1.4548 -2.2143 -0.1334 -0.12
C -0.687967 -4.078962 -0.887212 0.0461 0.0965 -0.5079 -0.31
C -1.224066 -4.827164 -1.949570 0.8859 0.0614 1.4325 -0.01
C -2.502667 -4.593672 -2.372266 -0.3909 -0.3292 -0.3073 -0.05
C -3.284687 -3.626051 -1.751306 1.2736 0.2651 0.3478 -0.03
C -2.617644 -2.879840 -0.780493 -1.0486 0.8280 -0.0569 -0.23
N -1.338729 -3.036076 -0.389772 -1.0110 0.2453 0.2898 0.01
H 1.538126 -1.514623 1.706299 0.1539 -0.1716 -0.0942 0.09
H 2.780732 -3.341361 1.217156 -0.0450 0.1799 0.1695 0.14
H 3.206285 -2.065968 0.059618 0.3680 0.1101 -0.1398 0.11
H 2.625077 -4.292074 -1.075893 -0.0137 0.6194 0.3357 0.13
H 1.573180 -2.937887 -1.549397 0.3097 -0.3413 0.4717 0.11
H 0.558360 -4.653285 0.798593 -0.0376 0.6002 -0.7123 0.13
H 0.886637 -5.448501 -0.733339 -0.4972 0.9371 0.5867 0.13
H -0.617306 -5.650581 -2.297472 -0.1728 -0.0240 -0.3439 0.12
H -2.848393 -5.242921 -3.153026 -0.5266 0.0261 -0.3495 0.11
H -4.292097 -3.378907 -2.050660 -0.0380 -0.1535 0.1327 0.12
H -3.164886 -2.053050 -0.280931 0.4892 -0.5739 -0.4383 0.10
C 3.691122 4.224929 -3.833823 -0.6656 0.8817 -1.0617 0.01
C 2.394934 4.436125 -3.036125 2.7252 -1.1506 0.3580 -0.25
C 2.460707 4.325109 -1.671451 -1.2443 0.9400 0.2999 0.02
C 1.197042 4.351355 -0.991050 1.6498 0.1350 1.5120 -0.24
N 0.010547 4.310419 -1.581579 0.7717 -0.1863 -0.5013 0.11
C 0.021631 4.429413 -2.934855 -0.7582 1.0795 -0.8205 -0.80
S -1.345135 4.537830 -3.927384 -0.0035 -0.4366 0.5043 0.63
N 1.216271 4.635589 -3.612418 -0.2262 -1.0340 1.4557 0.10
C 1.312478 4.372205 0.548567 -0.9298 0.4481 -0.9544 -0.01
H 3.686827 4.864847 -4.733775 0.0824 0.0347 0.3905 0.09
H 3.896482 3.223162 -4.265197 -0.6904 0.2276 0.7549 0.10
H 4.538521 4.502983 -3.215899 0.0189 0.0133 0.0309 0.08
H 3.411992 4.475622 -1.137595 -0.6597 -0.6293 -0.3092 0.14
H 1.155747 4.705939 -4.592267 -0.2632 0.1260 -1.3056 0.12
H 2.164914 4.912492 0.901660 0.8723 0.2732 -0.2521 0.08
H 1.405312 3.364158 0.911723 -0.0608 -0.4802 0.0595 0.04
H 0.482685 4.872403 1.049198 -0.2531 -0.2309 -0.3391 0.09
```
Forces are in eV/Å.

Calculated values
- LUMO level: -2.926 eV
- Net charge: +1
- F_max: 0.0579 Eh/bohr
- Gap between HOMO and LUMO: 7.45 eV
- Multiplicity: 1
- ΔE to the lowest compared entry with this formula, charge and spin: 1.521 eV



Number 1: DFT total energy -285.2534 a.u.. Number 2: DFT total energy -3641.6346 a.u..